No. 1
DFT (ωB97M-V/def2-TZVPD) results for C36H31BrF5N4OP2Sn as an isolated structure.

XYZ file:
```
81
Properties=species:S:1:pos:R:3:forces:R:3
Sn 0.17689 -0.54039 0.06468 -0.104 0.421 0.568
O -1.19640 0.84937 -1.60619 -0.315 0.388 -0.132
C -1.61842 1.93650 -1.95385 0.403 -0.387 0.281
C -2.48989 2.41905 -3.00543 -0.120 0.483 -0.095
C -3.29947 1.87000 -3.99472 -0.052 -0.087 -0.092
C -3.93773 2.76185 -4.84068 0.043 -0.172 0.086
C -3.76648 4.14393 -4.70784 0.075 0.149 0.088
C -2.97016 4.70614 -3.70950 -0.128 0.141 -0.129
C -2.34443 3.82361 -2.85991 0.339 -0.468 0.327
P -1.22351 3.70096 -1.43137 -0.205 -0.054 -0.217
C -1.87964 4.12196 0.17141 0.175 0.004 -0.256
C -1.76025 5.42166 0.67060 0.025 -0.087 -0.019
C -2.37518 5.73616 1.87021 0.034 0.133 0.019
C -3.10041 4.77274 2.55949 -0.013 -0.082 0.034
C -3.19870 3.47636 2.07000 0.013 -0.056 -0.022
C -2.59449 3.14586 0.86994 0.060 0.072 -0.042
C 0.48545 4.11573 -1.69968 -0.326 0.134 0.161
C 1.30786 4.41251 -0.61030 -0.016 -0.026 -0.063
C 2.64589 4.68674 -0.83821 0.043 0.070 0.098
C 3.15433 4.65868 -2.13059 -0.036 -0.052 -0.051
C 2.33386 4.34501 -3.20985 0.010 0.025 -0.010
C 0.99365 4.07649 -3.00096 -0.048 -0.002 0.002
H -3.42730 0.80126 -4.10153 0.008 0.009 -0.003
H -4.58533 2.38346 -5.61987 0.018 0.025 -0.028
H -4.27099 4.79890 -5.40638 -0.031 0.009 0.031
H -2.87654 5.77944 -3.61803 0.041 -0.006 -0.015
H -1.20113 6.17381 0.12727 -0.009 0.030 0.021
H -2.29092 6.73865 2.26766 -0.030 0.000 -0.013
H -3.59723 5.03100 3.48519 0.044 0.021 0.014
H -3.74656 2.72023 2.61536 -0.037 0.047 0.029
H -2.67801 2.13953 0.47934 -0.057 -0.028 0.011
H 0.90196 4.42515 0.39468 0.017 0.071 -0.021
H 3.29147 4.94488 -0.00868 0.009 -0.028 -0.020
H 4.19828 4.88412 -2.30299 -0.002 0.013 0.015
H 2.73504 4.32648 -4.21381 0.017 0.006 0.009
H 0.34473 3.84552 -3.83815 0.028 0.034 -0.017
Br -0.94747 -7.46727 -2.26859 0.041 0.234 0.060
C -0.53904 -5.73440 -1.67377 -0.031 -0.090 -0.014
C 0.63535 -5.10887 -2.07632 -0.017 -0.095 -0.055
C 0.90215 -3.84363 -1.58980 -0.075 0.040 0.098
N 0.08807 -3.19397 -0.74989 0.277 -0.229 -0.030
C -1.04763 -3.79933 -0.39021 0.180 0.160 0.029
C -1.40667 -5.06035 -0.81950 -0.058 -0.137 -0.031
H 1.32085 -5.59633 -2.75513 0.003 0.002 0.008
H 1.80544 -3.31846 -1.88220 0.015 -0.075 -0.048
H -1.69587 -3.23609 0.27852 -0.059 -0.064 -0.020
H -2.33752 -5.50885 -0.50195 0.010 -0.006 -0.005
C 3.62240 -4.10682 3.40079 0.155 0.022 -0.121
N 2.21273 -4.17019 4.01628 0.115 -0.057 0.097
C 2.21179 -3.28406 5.27438 -0.061 0.150 0.136
N 2.62739 -1.96739 4.94997 0.097 0.040 0.137
C 3.96730 -1.96706 4.36765 -0.090 -0.050 -0.056
N 3.99262 -2.76287 3.14154 0.212 0.013 0.040
C 3.25870 -2.14578 2.04880 -0.235 0.087 -0.122
P 1.43866 -1.96216 2.45258 0.340 -0.277 0.357
C 1.17674 -3.72652 3.03723 -0.250 0.305 -0.365
C 1.66627 -1.21899 4.15597 -0.173 0.086 -0.253
H 3.60921 -4.70126 2.48759 -0.059 -0.022 0.023
H 4.30379 -4.55900 4.12127 -0.081 -0.018 0.057
H 2.02127 -5.13530 4.29431 -0.020 -0.005 -0.006
H 2.89877 -3.74230 5.98567 0.029 -0.056 -0.073
H 1.20347 -3.29448 5.68771 -0.015 -0.053 -0.062
H 4.67413 -2.38850 5.08273 -0.022 -0.011 0.007
H 4.26632 -0.94432 4.14640 0.015 -0.006 -0.005
H 3.37775 -2.73965 1.13940 -0.013 -0.016 0.019
H 3.67626 -1.15755 1.84375 0.003 -0.005 0.016
H 1.19387 -4.39649 2.17596 0.012 -0.043 0.040
H 0.19429 -3.79631 3.50579 0.030 -0.083 0.051
H 0.70154 -1.18474 4.66617 0.008 0.021 0.010
H 2.01553 -0.19101 4.04053 -0.024 0.000 0.015
F -0.92780 0.87196 2.50864 0.004 0.071 0.056
C 0.25579 1.54591 2.40076 -0.060 -0.238 -0.287
C 1.10014 1.14927 1.38400 0.052 -0.199 -0.125
C 2.31619 1.80235 1.32545 -0.069 -0.251 -0.283
F 3.19067 1.44649 0.36114 0.019 0.079 0.112
C 2.67673 2.80478 2.20990 -0.044 -0.009 0.011
F 3.85190 3.41005 2.11902 0.030 0.032 -0.001
C 1.77522 3.18852 3.19848 -0.028 -0.104 -0.072
F 2.08778 4.15280 4.03697 0.028 0.067 0.055
C 0.54295 2.55042 3.30211 -0.095 0.029 0.034
F -0.32151 2.90202 4.24381 0.034 0.016 0.017
```
Forces are in eV/Å.

Computed properties:
- E (eV) = -153855.165
- charge = +3
- 2S+1 = 1
- energy above the lowest of the compared OMol25 structures with the same formula, charge and spin (kJ/mol) = 95.40
- LUMO energy (eV) = -9.140
- gap between HOMO and LUMO (eV) = 6.88
- max |F| (eV/A) = 0.7

***

No. 2
DFT (ωB97M-V/def2-TZVPD) results for an isolated molecule of C21H24N4O6S at a distorted geometry.

XYZ file:
```
56
Properties=species:S:1:pos:R:3:forces:R:3
C 2.93117 0.30470 -3.16322 -0.169 0.186 -0.252
O 3.47040 -0.43909 -2.09560 0.151 -0.191 0.393
C 4.17356 0.21659 -1.13223 0.317 0.069 0.220
C 4.44763 1.57809 -1.13725 -0.225 -0.115 -0.278
C 5.17825 2.14168 -0.10393 0.086 -0.004 0.137
C 5.64603 1.36184 0.93628 0.050 0.159 0.068
C 5.37027 0.00348 0.94686 -0.023 -0.016 -0.124
C 4.64626 -0.58009 -0.07614 -0.082 -0.141 -0.151
C 4.23809 -2.03106 -0.02548 0.100 0.066 0.068
N 2.81160 -2.09414 0.24586 0.074 -0.184 -0.474
C 2.34429 -2.03217 1.50325 -0.525 -0.108 -0.028
O 2.99365 -2.27750 2.49929 0.151 0.052 0.300
C 0.88164 -1.56086 1.57032 0.008 -0.276 0.110
N 0.80229 -0.17955 1.14994 -0.048 0.099 -1.053
C 1.51403 0.80498 1.92837 0.100 0.473 0.148
S 0.33940 0.16473 -0.39537 -0.522 0.179 0.564
O 0.48621 -1.01263 -1.20909 -0.211 -0.167 0.114
O 0.96235 1.38302 -0.82290 -0.135 0.078 0.292
C -1.40948 0.46460 -0.18328 0.431 0.012 -0.207
C -1.83651 1.66816 0.34277 0.092 -0.018 -0.064
C -3.18630 1.87236 0.54959 -0.056 -0.185 -0.045
C -4.11892 0.87979 0.23711 0.624 -0.253 -0.156
C -3.67066 -0.34579 -0.30046 0.426 0.627 0.250
C -2.30357 -0.53428 -0.50047 -0.212 -0.077 -0.057
N -4.58402 -1.33264 -0.61959 -0.244 -0.114 -0.040
C -4.12681 -2.59014 -1.17875 -0.128 -0.306 -0.117
C -5.93664 -1.18218 -0.43604 -0.098 -0.710 -0.278
O -6.72580 -2.05456 -0.72080 -0.011 0.366 0.151
C -6.41875 0.12864 0.14251 -0.571 0.469 0.245
O -7.59915 0.31986 0.32966 0.247 -0.299 -0.145
N -5.47120 1.07903 0.44093 -0.224 -0.048 -0.006
C -5.94997 2.33321 0.98963 -0.298 0.165 0.095
H 3.72028 0.77386 -3.76030 -0.030 -0.031 0.041
H 2.23296 1.06231 -2.79836 0.087 -0.031 -0.067
H 2.39132 -0.41694 -3.77392 0.025 0.088 -0.015
H 4.08289 2.20833 -1.93166 -0.050 0.046 -0.104
H 5.37869 3.20290 -0.11827 0.017 0.085 -0.011
H 6.21454 1.80558 1.73914 0.052 0.047 0.070
H 5.71368 -0.61415 1.76342 0.019 -0.097 0.085
H 4.75529 -2.54880 0.78412 0.003 0.033 -0.170
H 4.43110 -2.52665 -0.97842 0.029 -0.030 0.133
H 2.20893 -1.78650 -0.50946 0.039 -0.075 0.128
H 0.25845 -2.14815 0.89684 0.010 -0.173 0.160
H 0.51696 -1.65276 2.59779 0.093 -0.035 -0.135
H 2.50995 0.45009 2.20145 0.002 -0.011 -0.052
H 0.95593 1.04140 2.83815 0.047 0.000 0.005
H 1.61702 1.69562 1.31405 0.127 0.104 0.199
H -1.11366 2.43373 0.56904 0.034 0.197 0.060
H -3.51493 2.81331 0.95521 -0.066 0.085 0.034
H -1.90953 -1.44277 -0.92064 -0.081 -0.177 -0.077
H -3.47100 -3.10577 -0.47721 0.042 0.015 -0.011
H -5.01211 -3.19886 -1.35886 0.199 0.063 0.012
H -3.60441 -2.42331 -2.12056 0.041 0.006 0.015
H -5.53863 2.49875 1.98542 0.041 0.025 -0.018
H -5.68856 3.16376 0.33386 0.044 0.008 0.024
H -7.03456 2.25695 1.05741 0.197 0.071 0.011
```
Forces are in eV/Å.

Computed properties:
- E (eV) = -51247.915
- 2S+1 = 1
- energy above the lowest of the compared OMol25 structures with the same formula, charge and spin (kJ/mol) = 76.02
- SMILES = COc1ccccc1CNC(=O)CN(C)S(=O)(=O)c1ccc2c(c1)n(C)c(=O)c(=O)n2C
- LUMO energy (eV) = -0.023
- gap between HOMO and LUMO (eV) = 8.48
- max |F| (eV/A) = 1.1